DFT (wB97M-V/def2-TZVPD) results for 10 unconnected molecules or ions with the total composition C12H34BO17 at a distorted geometry.

Atoms and positions in Å:
O (-0.160644, 1.764857, 2.923531)
C (-0.409974, 1.121997, 1.900981)
O (-0.046614, -0.117593, 1.654611)
B (-0.442014, -0.590513, 0.259521)
O (-1.234204, 0.556357, -0.185279)
C (-1.039324, 1.603447, 0.588691)
O (-1.413274, 2.772767, 0.341211)
O (-1.221134, -1.813753, 0.260551)
C (-0.444794, -2.835633, -0.253919)
O (-0.645704, -4.057393, -0.251339)
C (0.648166, -2.171553, -1.036569)
O (0.623916, -0.873523, -0.755459)
O (1.505406, -2.711953, -1.755099)
C (-4.226434, 3.722937, 1.528611)
C (-5.673244, 3.813427, 2.214621)
O (-6.419354, 2.716037, 1.684381)
H (-4.398024, 3.664197, 0.453811)
H (-3.669844, 2.833767, 1.824701)
H (-3.681714, 4.643947, 1.736251)
H (-6.078094, 4.795297, 1.969401)
H (-5.514674, 3.663447, 3.282551)
H (-7.124014, 3.088387, 1.149211)
C (4.847056, -5.064123, -3.553789)
C (3.954896, -4.847213, -2.327469)
O (4.614256, -4.004143, -1.402599)
H (4.947876, -4.066013, -3.980049)
H (4.221836, -5.719613, -4.160029)
H (5.770116, -5.592593, -3.315479)
H (3.718426, -5.736353, -1.742999)
H (3.027626, -4.395983, -2.680549)
H (4.581056, -3.162063, -1.862379)
C (0.902576, 5.004967, 2.541461)
C (1.325716, 5.857517, 3.632301)
O (1.139206, 7.166837, 3.270621)
H (1.583236, 5.041367, 1.690881)
H (-0.097584, 5.253657, 2.186591)
H (0.883006, 3.967227, 2.874361)
H (2.334936, 5.836547, 4.043551)
H (0.728466, 5.868777, 4.544041)
H (1.785346, 7.389127, 2.596321)
C (-2.248704, 1.209647, -2.938679)
C (-0.906354, 1.836747, -3.451139)
O (-0.521804, 1.788187, -4.794609)
H (-2.973214, 1.537427, -3.684169)
H (-2.608384, 1.740057, -2.056969)
H (-2.371534, 0.133027, -2.820779)
H (-0.142574, 1.349537, -2.845029)
H (-0.736994, 2.864347, -3.129499)
H (-0.371264, 0.846907, -4.908289)
O (0.422726, -6.950023, -2.211559)
H (-0.338744, -6.670263, -2.719629)
H (0.641216, -6.191963, -1.669489)
O (0.012046, -5.397243, 2.585101)
H (0.164696, -5.477543, 1.643571)
H (0.714996, -4.825853, 2.894321)
O (-2.331954, -2.191593, 3.169141)
H (-1.437664, -2.200503, 3.510311)
H (-2.336664, -1.482013, 2.526721)
O (2.409006, -1.091273, 1.933751)
H (1.865276, -0.467833, 2.415321)
H (2.637136, -0.635103, 1.123751)
O (4.128156, -1.474073, -2.133669)
H (3.371696, -2.040893, -2.284389)
H (3.756416, -0.596593, -2.043829)

Atoms 1-3, force components in eV/Å:
O -0.75 -1.08 -1.74
C 1.51 0.32 0.77
O 0.06 0.11 0.74

* <S²>: 0.75
* multiplicity: 2
* LUMO level (spin up / spin down): 4.0419 / 4.0417 eV
* highest occupied orbital energy (spin up / spin down): 1.1454 / -2.7360 eV
* Kohn-Sham gap (spin up / spin down): 2.897 / 6.778 eV
* net charge: -2

DFT (wB97M-V/def2-TZVPD) results for a molecular structure, C12H34CrCuO10 at a distorted geometry.

Atoms and positions in Å:
Cr (15.938528, 14.583464, -20.854065)
Cu (17.703600, 13.080627, -18.223456)
C (12.833381, 12.146282, -23.069288)
C (14.366404, 12.188088, -22.783301)
O (15.001881, 13.343691, -22.354993)
H (12.502649, 12.924040, -23.757618)
H (12.208454, 12.146287, -22.176224)
H (12.576134, 11.272463, -23.667928)
H (14.841469, 11.988945, -23.743905)
H (14.661520, 11.221621, -22.374708)
C (18.385161, 13.050157, -22.928437)
C (18.925287, 13.063099, -21.426990)
O (18.071688, 13.668632, -20.483951)
H (18.867764, 12.309872, -23.566528)
H (18.255160, 13.990368, -23.464353)
H (17.369483, 12.656638, -22.887907)
H (19.923969, 13.499781, -21.419893)
H (19.107747, 12.047481, -21.075797)
C (16.155251, 16.294646, -24.894843)
C (15.901096, 16.780571, -23.349257)
O (16.670775, 15.956845, -22.483201)
O (15.867761, 14.998425, -25.255035)
H (17.218212, 16.404963, -25.109457)
H (15.462495, 16.931734, -25.444664)
H (14.866153, 16.905270, -23.030757)
H (16.240522, 17.800429, -23.168248)
H (17.619357, 16.070883, -22.576959)
H (15.500019, 14.566331, -24.480649)
C (20.240105, 18.830756, -21.961526)
C (19.951725, 17.311891, -21.947049)
O (19.203709, 16.739022, -23.000737)
O (21.214369, 19.084972, -22.947096)
H (20.807098, 19.008823, -21.047787)
H (19.474412, 19.601090, -22.053118)
H (19.603956, 16.912649, -20.994279)
H (20.880544, 16.778611, -22.149556)
H (19.759294, 16.672388, -23.780784)
H (22.048294, 18.665430, -22.723156)
C (17.605060, 9.767837, -19.378928)
C (16.680678, 9.837920, -20.562362)
O (15.318457, 9.487777, -20.065371)
O (17.158685, 10.767797, -18.371228)
H (18.624827, 10.152634, -19.389109)
H (17.512718, 8.779980, -18.927574)
H (17.027046, 9.201814, -21.376919)
H (16.691358, 10.852329, -20.961070)
H (14.654132, 9.860579, -20.649576)
H (16.288539, 10.388338, -18.228218)
C (23.297367, 14.391872, -21.976699)
C (24.756666, 14.802123, -21.649216)
O (25.738026, 14.014666, -22.279353)
O (22.774623, 13.387532, -21.057669)
H (23.127962, 14.032951, -22.991877)
H (22.729958, 15.320560, -21.915959)
H (24.953789, 14.987125, -20.593275)
H (24.728881, 15.805343, -22.074537)
H (26.596239, 14.191531, -21.887201)
H (22.319443, 13.886208, -20.375210)

Atoms 1-3, force components in eV/Å:
Cr -1.01 -1.29 -3.31
Cu 0.03 -1.31 -0.61
C 0.46 0.48 0.09

* <S²>: 9.00
* multiplicity: 6
* LUMO level (spin up / spin down): -8.8380 / -10.8829 eV
* highest occupied orbital energy (spin up / spin down): -14.1407 / -14.1229 eV
* Kohn-Sham gap (spin up / spin down): 5.303 / 3.240 eV
* energy relative to the best compared isomer or geometry (same formula, charge and spin): 126.9 kcal/mol
* net charge: +2

DFT (wB97M-V/def2-TZVPD) results for a molecular structure, C12H34FHfN2O6 at a distorted geometry.

Atoms and positions in Å:
Hf (0.060732, -1.777672, 1.380150)
F (0.249442, -0.544052, -0.618320)
C (-1.563798, 1.589608, -3.511710)
C (-0.837378, 0.335948, -4.125360)
C (0.689292, 0.469938, -4.244380)
O (1.003192, 1.395198, -5.225720)
C (2.358862, 1.552288, -5.558670)
N (-1.078738, -0.673642, -3.112970)
H (-1.328628, 1.702398, -2.453380)
H (-2.643968, 1.626098, -3.653090)
H (-1.212488, 2.510138, -3.977880)
H (-1.323968, 0.135008, -5.079800)
H (1.220432, -0.461572, -4.440010)
H (1.078592, 0.802838, -3.282240)
H (2.421272, 2.206938, -6.427950)
H (2.834102, 0.589848, -5.748280)
H (2.824622, 1.985088, -4.673310)
H (-2.062098, -0.665102, -2.882700)
H (-0.590048, -0.457892, -2.255800)
C (-0.034018, 1.906168, 3.547050)
C (-1.338278, 1.540528, 2.885860)
C (-2.084038, 2.731638, 2.242560)
O (-1.306028, 3.144308, 1.137420)
C (-1.950798, 4.078708, 0.224970)
N (-1.132128, 0.512778, 1.853440)
H (0.697722, 2.142018, 2.774370)
H (0.505512, 1.155028, 4.123950)
H (-0.195468, 2.800598, 4.148730)
H (-2.019438, 1.182768, 3.657960)
H (-2.473288, 3.442938, 2.971010)
H (-2.999738, 2.348698, 1.792050)
H (-1.193058, 4.542928, -0.406250)
H (-2.334478, 4.920808, 0.800940)
H (-2.744258, 3.716318, -0.428630)
H (-0.879388, 1.202988, 1.160750)
H (-2.099438, 0.357568, 1.607850)
C (2.806942, -0.108852, 2.676710)
C (2.525212, -1.300352, 3.660230)
O (1.580942, -2.252902, 3.156840)
O (1.758972, -0.052322, 1.708440)
H (3.695242, -0.398752, 2.115470)
H (3.030052, 0.846948, 3.150790)
H (2.178982, -0.839402, 4.585300)
H (3.503272, -1.685752, 3.948240)
H (1.786162, -3.083392, 3.592460)
H (1.968082, 0.761278, 1.243780)
C (0.030262, -4.684262, -0.133230)
C (-0.605128, -5.010432, 1.216490)
O (-0.353738, -4.037262, 2.172150)
O (-0.159688, -3.342202, -0.488800)
H (-0.419308, -5.293692, -0.917180)
H (1.100742, -4.884822, -0.177270)
H (-0.422648, -6.039232, 1.526900)
H (-1.693758, -4.957882, 1.200960)
H (-0.758538, -4.297742, 3.002740)
H (-0.070868, -3.387142, -1.443620)

Atoms 1-3, force components in eV/Å:
Hf 1.99 3.87 -3.47
F -0.37 -2.53 4.17
C 0.82 0.97 -0.77

* LUMO level: -13.3035 eV
* highest occupied orbital energy: -15.6370 eV
* Kohn-Sham gap: 2.333 eV
* energy relative to the best compared isomer or geometry (same formula, charge and spin): 60.3 kcal/mol
* net charge: +3

DFT (wB97M-V/def2-TZVPD) results for 4 unconnected molecules or ions with the total composition C12H35F4O12P4 at a distorted geometry.

Atoms and positions in Å:
F (0.026581, -3.451610, 1.649597)
P (0.596243, -2.130241, 0.628932)
C (-0.859811, -0.975730, 1.119662)
C (-2.148667, -1.044381, 0.100112)
C (-3.342533, -2.066555, 0.566540)
F (-4.428734, -1.413609, 1.366212)
F (-2.888657, -3.263578, 1.312511)
F (-4.034123, -2.592817, -0.669396)
H (1.367301, -1.672157, 1.791845)
H (1.710628, -2.992860, 0.215528)
H (-0.161446, -2.564561, -0.516740)
H (1.263692, -1.059410, -0.124046)
H (-1.172213, -1.076045, 2.266935)
H (-0.432399, 0.135306, 1.027236)
H (-2.623180, 0.049688, 0.102050)
H (-1.807247, -1.225495, -1.025165)
C (-1.070535, -5.679663, -4.579282)
O (-0.257368, -6.518945, -3.783970)
P (-0.918279, -6.910313, -2.233811)
O (0.499398, -6.870657, -1.649459)
O (-1.203770, -8.450814, -2.735767)
C (-2.234771, -8.666867, -3.672290)
O (-1.579020, -7.301668, -0.683632)
C (-1.192047, -6.465549, 0.392702)
H (-0.472055, -4.838762, -4.930911)
H (-1.431187, -6.246369, -5.441761)
H (-1.926793, -5.297727, -4.010778)
H (-1.803164, -8.709094, -4.676394)
H (-2.984606, -7.872208, -3.629015)
H (-2.715386, -9.624587, -3.459391)
H (-1.134735, -5.422015, 0.072438)
H (-0.226992, -6.794375, 0.788704)
H (-1.937169, -6.553945, 1.187165)
C (0.517858, 4.658129, 3.635821)
O (0.364761, 3.256352, 3.537132)
P (1.844472, 2.376284, 3.367133)
O (1.120245, 1.390342, 2.441788)
O (1.694921, 1.812383, 4.905398)
C (1.891167, 2.716133, 5.969090)
O (3.324064, 1.496132, 3.197039)
C (3.735210, 1.209988, 1.871741)
H (-0.139021, 5.136836, 2.908988)
H (0.230988, 4.977936, 4.641069)
H (1.552827, 4.961815, 3.438681)
H (0.919964, 3.092759, 6.302570)
H (2.525096, 3.554357, 5.667227)
H (2.365090, 2.190385, 6.801273)
H (3.523364, 2.053034, 1.209009)
H (3.229020, 0.309131, 1.513265)
H (4.811497, 1.020810, 1.874598)
C (0.152263, 8.248634, -1.786145)
O (1.161455, 7.350921, -1.369253)
P (0.681854, 5.689159, -1.330584)
O (1.563934, 5.491487, -0.091346)
O (1.610725, 5.382189, -2.653300)
C (1.186270, 5.888413, -3.898408)
O (0.202363, 4.027421, -1.291783)
C (-0.277819, 3.541666, -0.050492)
H (0.071414, 9.053077, -1.054522)
H (0.430934, 8.673331, -2.754169)
H (-0.817982, 7.745668, -1.875018)
H (1.699889, 6.834001, -4.094238)
H (0.104774, 6.048719, -3.915005)
H (1.454878, 5.177324, -4.683102)
H (-0.887826, 4.296732, 0.452088)
H (0.564141, 3.250402, 0.583972)
H (-0.889743, 2.655663, -0.236876)

Atoms 1-3, force components in eV/Å:
F -0.31 0.33 -0.54
P 1.61 0.06 0.57
C -1.27 1.85 0.81

* LUMO level: -1.1835 eV
* highest occupied orbital energy: -3.6191 eV
* Kohn-Sham gap: 2.436 eV
* net charge: -1